Below is C4H16HfN13O19 as an isolated structure, with properties calculated with ωB97M-V/def2-TZVPD.

XYZ file:
```
53
Properties=species:S:1:pos:R:3
Hf 0.330 -0.064 0.015
N -1.035 3.373 0.010
O -0.567 2.207 -0.091
O -2.020 3.548 -0.678
O -0.617 4.330 0.600
N 2.145 1.745 2.470
O 3.248 2.330 2.266
O 1.801 1.554 3.634
O 1.384 1.339 1.641
N -0.677 0.407 -3.374
O -0.745 -0.203 -4.431
O -0.092 -0.169 -2.395
O -1.199 1.552 -3.184
N -1.002 -3.244 -0.761
O -0.221 -3.967 -1.244
O -0.683 -2.231 -0.145
O -2.150 -3.459 -1.021
N 2.731 -2.337 -1.458
O 1.853 -1.658 -0.868
O 3.068 -3.359 -0.882
O 2.997 -2.063 -2.614
C -3.140 0.189 -1.118
O -2.089 0.043 -0.495
N -3.511 -0.790 -1.937
N -3.808 1.263 -1.194
H -2.959 -1.624 -1.800
H -4.225 -0.657 -2.639
H -4.642 1.424 -1.741
H -3.537 2.135 -0.763
C -1.920 0.515 2.649
O -1.052 0.058 1.965
N -3.175 0.425 2.404
N -1.728 1.233 3.775
H -3.457 0.114 1.485
H -3.827 0.986 2.934
H -2.539 1.372 4.360
H -0.780 1.280 4.122
C 2.499 1.620 -2.133
O 1.918 1.078 -1.159
N 2.782 2.917 -2.212
N 2.940 0.890 -3.114
H 2.803 3.648 -1.516
H 3.102 3.186 -3.131
H 3.742 1.158 -3.666
H 2.461 0.057 -3.425
C 1.690 -2.366 2.344
O 1.077 -1.588 1.674
N 1.136 -3.557 2.791
N 2.944 -2.240 2.642
H 0.136 -3.642 2.897
H 1.714 -4.341 3.058
H 3.527 -1.681 2.036
H 3.365 -2.735 3.415
```

Results
* total charge: -1
* ΔE to the lowest compared entry with this formula, charge and spin: 0.0 kcal per mole
* highest occupied orbital energy: -0.2199 Eh
* 2S+1: 1
* F_max: 6.40 eV Å⁻¹

Charges obtained by Mulliken population analysis, quoted in units of e: 3.800 0.538 -0.284 -0.669 -0.676 0.678 -0.669 -0.648 -0.382 0.887 -0.711 -0.460 -0.606 0.703 -0.620 -0.360 -0.751 0.645 -0.443 -0.618 -0.672 0.276 0.203 -0.416 -0.300 0.143 0.153 0.176 0.196 0.432 -0.393 -0.421 -0.469 0.166 0.197 0.138 0.265 0.374 -0.539 -0.417 -0.319 0.261 0.152 0.172 0.240 0.482 -0.373 -0.437 -0.394 0.226 0.155 0.213 0.172

***

Below is a 2-piece molecular cluster, C4H16N2O overall, with properties calculated with ωB97M-V/def2-TZVPD.

XYZ file:
```
23
Properties=species:S:1:pos:R:3
C -0.397 -1.488 -1.778
C 0.674 -0.962 -0.878
C 0.661 0.602 -0.752
C 0.136 1.234 0.517
N -1.229 0.655 0.861
N 2.008 -1.454 -1.361
H -1.439 -1.172 -1.730
H 0.030 -1.475 -2.776
H -0.701 -2.527 -1.523
H 0.480 -1.239 0.185
H 0.117 0.989 -1.627
H 1.663 0.992 -0.994
H 0.762 1.255 1.400
H -0.066 2.293 0.347
H -1.825 0.962 0.014
H -1.345 -0.336 1.171
H -1.616 1.192 1.659
H 2.027 -2.470 -1.497
H 2.773 -1.091 -0.740
H 2.116 -1.037 -2.290
H -2.383 1.557 3.990
H -0.920 1.877 4.249
O -1.526 1.643 3.554
```

Results
* total charge: +1
* ΔE to the lowest compared entry with this formula, charge and spin: 30.4 kcal per mole
* highest occupied orbital energy (spin up / spin down): -0.2368 / -0.5663 Eh
* 2S+1: 2
* F_max: 3.03 eV Å⁻¹

Charges obtained by Mulliken population analysis, quoted in units of e: -1.362 -1.030 -0.617 -1.304 -0.662 0.033 0.584 0.393 0.433 0.126 0.357 0.559 0.397 0.339 0.582 0.553 0.377 0.441 0.447 0.442 0.295 0.319 -0.701

***

Below is a 3-piece molecular cluster, C4H16N2O2 overall, with properties calculated with ωB97M-V/def2-TZVPD.

XYZ file:
```
24
Properties=species:S:1:pos:R:3
C 0.407 -0.432 0.521
C -0.340 0.610 -0.398
C -1.892 0.401 -0.307
N -2.518 -0.714 -1.111
C 0.575 -1.810 -0.087
N 0.956 -2.788 0.873
H -0.239 -0.733 1.472
H 1.483 -0.218 0.940
H -0.042 0.491 -1.412
H 0.021 1.629 -0.129
H -2.336 1.333 -0.706
H -2.237 0.229 0.724
H -2.825 -0.337 -2.052
H -1.792 -1.485 -1.151
H -0.291 -2.283 -0.543
H 1.251 -1.726 -0.981
H 1.833 -2.779 1.293
H 0.248 -3.020 1.548
H 2.271 0.965 -1.437
H 2.631 2.075 -2.178
O 1.855 1.728 -1.872
H 0.978 2.704 2.652
H -0.306 3.408 2.328
O 0.310 2.752 2.015
```

Results
* total charge: -1
* ΔE to the lowest compared entry with this formula, charge and spin: 45.2 kcal per mole
* highest occupied orbital energy (spin up / spin down): 0.0349 / -0.2204 Eh
* 2S+1: 2
* F_max: 4.30 eV Å⁻¹

Charges obtained by Mulliken population analysis, quoted in units of e: -0.975 -1.712 -0.812 -0.575 -0.463 -0.639 0.024 0.407 0.406 0.870 0.319 0.417 0.267 0.286 0.213 0.453 0.251 0.187 0.469 0.269 -0.699 0.308 0.201 -0.472

***

Copy entry 1 word for word.
Below is C4H16HfN13O19 as an isolated structure, with properties calculated with ωB97M-V/def2-TZVPD.

XYZ file:
```
53
Properties=species:S:1:pos:R:3
Hf 0.330 -0.064 0.015
N -1.035 3.373 0.010
O -0.567 2.207 -0.091
O -2.020 3.548 -0.678
O -0.617 4.330 0.600
N 2.145 1.745 2.470
O 3.248 2.330 2.266
O 1.801 1.554 3.634
O 1.384 1.339 1.641
N -0.677 0.407 -3.374
O -0.745 -0.203 -4.431
O -0.092 -0.169 -2.395
O -1.199 1.552 -3.184
N -1.002 -3.244 -0.761
O -0.221 -3.967 -1.244
O -0.683 -2.231 -0.145
O -2.150 -3.459 -1.021
N 2.731 -2.337 -1.458
O 1.853 -1.658 -0.868
O 3.068 -3.359 -0.882
O 2.997 -2.063 -2.614
C -3.140 0.189 -1.118
O -2.089 0.043 -0.495
N -3.511 -0.790 -1.937
N -3.808 1.263 -1.194
H -2.959 -1.624 -1.800
H -4.225 -0.657 -2.639
H -4.642 1.424 -1.741
H -3.537 2.135 -0.763
C -1.920 0.515 2.649
O -1.052 0.058 1.965
N -3.175 0.425 2.404
N -1.728 1.233 3.775
H -3.457 0.114 1.485
H -3.827 0.986 2.934
H -2.539 1.372 4.360
H -0.780 1.280 4.122
C 2.499 1.620 -2.133
O 1.918 1.078 -1.159
N 2.782 2.917 -2.212
N 2.940 0.890 -3.114
H 2.803 3.648 -1.516
H 3.102 3.186 -3.131
H 3.742 1.158 -3.666
H 2.461 0.057 -3.425
C 1.690 -2.366 2.344
O 1.077 -1.588 1.674
N 1.136 -3.557 2.791
N 2.944 -2.240 2.642
H 0.136 -3.642 2.897
H 1.714 -4.341 3.058
H 3.527 -1.681 2.036
H 3.365 -2.735 3.415
```

Results
* total charge: -1
* ΔE to the lowest compared entry with this formula, charge and spin: 0.0 kcal per mole
* highest occupied orbital energy: -0.2199 Eh
* 2S+1: 1
* F_max: 6.40 eV Å⁻¹

Charges obtained by Mulliken population analysis, quoted in units of e: 3.800 0.538 -0.284 -0.669 -0.676 0.678 -0.669 -0.648 -0.382 0.887 -0.711 -0.460 -0.606 0.703 -0.620 -0.360 -0.751 0.645 -0.443 -0.618 -0.672 0.276 0.203 -0.416 -0.300 0.143 0.153 0.176 0.196 0.432 -0.393 -0.421 -0.469 0.166 0.197 0.138 0.265 0.374 -0.539 -0.417 -0.319 0.261 0.152 0.172 0.240 0.482 -0.373 -0.437 -0.394 0.226 0.155 0.213 0.172

***

Repeat the third record exactly.
Below is a 3-piece molecular cluster, C4H16N2O2 overall, with properties calculated with ωB97M-V/def2-TZVPD.

XYZ file:
```
24
Properties=species:S:1:pos:R:3
C 0.407 -0.432 0.521
C -0.340 0.610 -0.398
C -1.892 0.401 -0.307
N -2.518 -0.714 -1.111
C 0.575 -1.810 -0.087
N 0.956 -2.788 0.873
H -0.239 -0.733 1.472
H 1.483 -0.218 0.940
H -0.042 0.491 -1.412
H 0.021 1.629 -0.129
H -2.336 1.333 -0.706
H -2.237 0.229 0.724
H -2.825 -0.337 -2.052
H -1.792 -1.485 -1.151
H -0.291 -2.283 -0.543
H 1.251 -1.726 -0.981
H 1.833 -2.779 1.293
H 0.248 -3.020 1.548
H 2.271 0.965 -1.437
H 2.631 2.075 -2.178
O 1.855 1.728 -1.872
H 0.978 2.704 2.652
H -0.306 3.408 2.328
O 0.310 2.752 2.015
```

Results
* total charge: -1
* ΔE to the lowest compared entry with this formula, charge and spin: 45.2 kcal per mole
* highest occupied orbital energy (spin up / spin down): 0.0349 / -0.2204 Eh
* 2S+1: 2
* F_max: 4.30 eV Å⁻¹

Charges obtained by Mulliken population analysis, quoted in units of e: -0.975 -1.712 -0.812 -0.575 -0.463 -0.639 0.024 0.407 0.406 0.870 0.319 0.417 0.267 0.286 0.213 0.453 0.251 0.187 0.469 0.269 -0.699 0.308 0.201 -0.472